1.
The following is a quantum chemistry calculation of a cluster of 2 separate species, C5H14NO in total at a distorted geometry, from OMol25.

```
21
C5H14NO, DFT ωB97M-V/def2-TZVPD
C 1.625 0.811 -0.671
C 0.392 0.112 -0.108
C 0.138 -1.246 -0.789
C 0.466 -2.434 0.074
C 1.168 -2.553 1.181
N -0.800 0.982 -0.366
H 1.531 1.012 -1.732
H 1.791 1.727 -0.101
H 2.507 0.170 -0.634
H 0.543 -0.065 0.956
H 0.720 -1.317 -1.720
H -0.941 -1.326 -0.994
H -0.110 -3.320 -0.193
H 1.134 -3.468 1.760
H 1.909 -1.840 1.523
H -0.967 1.853 0.156
H -1.618 0.409 -0.113
H -0.942 1.019 -1.378
H -2.382 3.409 1.658
H -3.489 3.218 0.559
O -2.675 2.847 0.929
```

For the total energy, the calculation gives -8942.6084 eV. The value obtained for the HOMO-LUMO gap is 10.15 eV. The net charge is +1.

=====

2.
The following is a quantum chemistry calculation of a cluster of 2 separate species, C5H14NO2 in total at a distorted geometry, from OMol25.

```
22
C5H14NO2, DFT ωB97M-V/def2-TZVPD
C -1.102 -0.185 -2.663
N -1.932 -0.343 -1.491
C -1.291 -0.392 -0.146
C 0.014 -1.188 -0.021
C 0.785 -1.104 1.365
O 1.244 0.111 1.733
C -1.186 1.033 0.389
H -0.609 -1.108 -3.000
H -0.193 0.414 -2.567
H -1.625 0.333 -3.479
H -2.536 -1.138 -1.616
H -2.037 -1.036 0.351
H -0.257 -2.189 -0.344
H 0.789 -0.773 -0.671
H 0.034 -1.420 2.118
H 1.637 -1.818 1.233
H -1.799 1.791 -0.079
H -0.158 1.336 0.599
H -1.561 0.967 1.423
H 2.292 1.008 1.326
H 2.466 2.080 0.153
O 2.961 1.744 0.908
```

For the total energy, the calculation gives -10996.4808 eV. The value obtained for the HOMO-LUMO gap is 7.11 eV. The net charge is -1.

=====

3.
The following is a quantum chemistry calculation of a cluster of 2 separate species, C5H14NO2 in total at a distorted geometry, from OMol25.

```
22
C5H14NO2, DFT ωB97M-V/def2-TZVPD
O 2.573 -1.197 0.820
C 1.568 -0.582 0.599
C 0.294 -1.349 0.300
C -1.114 -0.663 0.346
C -1.009 0.767 -0.259
C -0.999 0.749 -1.777
N 0.276 -2.540 1.222
H 1.634 0.482 0.324
H 0.294 -1.578 -0.769
H -1.495 -0.551 1.371
H -1.755 -1.303 -0.268
H -1.950 1.215 0.089
H -0.191 1.280 0.224
H -1.641 -0.035 -2.183
H -0.004 0.680 -2.213
H -1.490 1.655 -2.141
H -0.671 -2.910 1.196
H 0.988 -3.257 1.036
H 0.538 -2.241 2.163
H 1.160 4.030 0.697
H 1.698 3.943 -0.729
O 1.295 3.405 -0.048
```

For the total energy, the calculation gives -10989.7246 eV. The value obtained for the HOMO-LUMO gap is 10.59 eV. The net charge is +1.

=====

4.
The following is a quantum chemistry calculation of a cluster of 2 separate species, C5H14NO2 in total at a distorted geometry, from OMol25.

```
22
C5H14NO2, DFT ωB97M-V/def2-TZVPD
C -1.601 0.091 -1.504
O -0.759 1.201 -1.093
C -1.391 -0.970 -0.437
C -0.004 -1.597 -0.520
C 1.324 -0.753 -0.590
C 2.254 0.470 1.274
N 1.256 0.241 0.514
H -2.632 0.489 -1.622
H -1.113 -0.248 -2.472
H -1.245 2.022 -1.200
H -2.083 -1.865 -0.659
H -1.617 -0.447 0.503
H 0.129 -2.115 0.452
H 0.135 -2.236 -1.425
H 2.220 -1.366 -0.526
H 1.190 -0.289 -1.555
H 2.123 1.400 1.847
H 3.191 -0.056 1.412
H 0.444 0.842 0.518
H -0.501 2.434 1.992
H -0.869 1.270 2.966
O -0.451 1.482 2.125
```

For the total energy, the calculation gives -10989.5846 eV. The value obtained for the HOMO-LUMO gap is 9.86 eV. The net charge is +1.

=====

5.
The following is a quantum chemistry calculation of a cluster of 2 separate species, C5H14NO2 in total at a distorted geometry, from OMol25.

```
22
C5H14NO2, DFT ωB97M-V/def2-TZVPD
O -0.466 -0.439 2.747
C -0.334 0.814 2.126
C -0.442 0.579 0.595
N 0.516 -0.557 0.053
C 1.684 0.042 -0.634
C 1.102 1.355 -1.196
C -0.104 1.761 -0.313
H -0.095 -0.402 3.659
H -1.233 1.418 2.416
H 0.597 1.263 2.487
H -1.391 0.114 0.333
H 0.746 -1.207 0.793
H -0.073 -1.140 -0.540
H 1.977 -0.526 -1.512
H 2.482 0.122 0.096
H 0.657 1.307 -2.197
H 1.887 2.094 -1.351
H 0.165 2.671 0.239
H -0.981 2.058 -0.886
H -1.746 -3.591 -3.281
H -1.600 -2.189 -3.562
O -1.637 -2.773 -2.801
```

For the total energy, the calculation gives -10975.6969 eV. As for the multiplicity: 2. As for the expectation value of S²: 0.754. The value obtained for the HOMO-LUMO gap (spin up / spin down) is 9.40 / 2.28 eV. The net charge is +2.